1.
C4H6O2 in the gas phase. Source: OMol25; level of theory: ωB97M-V with the def2-TZVPD basis set.

The geometry in XYZ format:
```
12
Properties=species:S:1:pos:R:3
C -1.730 -0.390 -0.167
C -0.510 -0.025 0.572
O 1.170 -0.685 -0.798
C 1.968 0.136 0.037
C 0.598 0.616 -0.089
O 0.103 1.672 -0.585
H -2.571 0.223 0.180
H -1.602 -0.274 -1.242
H -1.992 -1.426 0.087
H -0.525 -0.174 1.656
H 2.703 0.737 -0.497
H 2.348 -0.316 0.956
```

Summary:
highest occupied orbital energy (spin up / spin down) = -9.1369 / -9.1393 eV
net charge = 0
Kohn-Sham gap (spin up / spin down) = 7.74 / 7.74 eV


2.
C18H14Cl2N2O3 in the gas phase in a non-equilibrium geometry. Source: OMol25; level of theory: ωB97M-V with the def2-TZVPD basis set.

The geometry in XYZ format:
```
39
Properties=species:S:1:pos:R:3
O 1.027 2.851 -1.472
C 0.660 1.746 -1.122
N 0.653 1.323 0.165
H 0.397 0.369 0.364
C 1.197 2.116 1.246
C 2.493 1.528 1.737
C 2.583 0.853 2.947
C 3.797 0.301 3.322
C 4.875 0.440 2.461
N 4.800 1.075 1.303
C 3.643 1.603 0.954
H 3.623 2.115 0.000
H 5.845 0.027 2.705
H 3.903 -0.226 4.257
H 1.716 0.764 3.588
H 1.361 3.117 0.837
H 0.467 2.168 2.060
C 0.138 0.743 -2.067
C -0.113 0.825 -3.411
C -0.646 -0.427 -3.791
C -0.675 -1.187 -2.657
O -0.199 -0.487 -1.612
C -1.136 -2.589 -2.385
H -2.012 -2.825 -3.005
H -0.344 -3.308 -2.623
O -1.394 -2.797 -1.014
C -2.262 -1.964 -0.382
C -3.203 -1.156 -1.012
C -4.049 -0.344 -0.276
C -3.965 -0.333 1.105
C -3.037 -1.129 1.761
C -2.193 -1.931 1.017
Cl -1.014 -2.904 1.811
H -2.965 -1.121 2.836
Cl -5.014 0.680 2.026
H -4.770 0.279 -0.781
H -3.282 -1.148 -2.087
H -0.962 -0.724 -4.770
H 0.059 1.679 -4.033
```

Summary:
highest occupied orbital energy = -8.9044 eV
net charge = 0
SMILES string = O=C(NCc1cccnc1)c1ccc(COc2ccc(Cl)cc2Cl)o1
Kohn-Sham gap = 9.42 eV


3.
A molecular structure, C10H26BrMnN2O3 in a non-equilibrium geometry. Source: OMol25; level of theory: ωB97M-V with the def2-TZVPD basis set.

The geometry in XYZ format:
```
43
Properties=species:S:1:pos:R:3
Mn 2.085 2.769 -0.785
Br 2.202 1.134 0.328
C 1.694 1.267 4.980
C 2.098 1.016 3.570
C 2.893 -0.290 3.458
O 4.158 -0.340 4.042
C 5.203 -1.154 3.557
N 0.936 1.012 2.688
H 0.883 0.578 5.219
H 1.302 2.256 5.216
H 2.610 1.203 5.567
H 2.698 1.891 3.321
H 2.940 -0.478 2.386
H 2.301 -1.166 3.725
H 4.975 -2.214 3.663
H 6.013 -0.816 4.202
H 5.502 -1.084 2.511
H 1.216 1.039 1.718
H 0.607 1.933 2.941
C -5.341 -0.423 -5.516
O -4.128 -0.160 -4.682
C -4.309 0.341 -3.389
C -2.934 1.046 -3.051
N -1.798 0.145 -3.070
C -1.714 -0.688 -1.848
C -0.232 -0.896 -1.461
O -0.070 -1.143 -0.058
C 1.332 -1.337 0.225
H -6.307 -0.241 -5.044
H -5.262 -1.380 -6.031
H -5.327 0.421 -6.205
H -4.663 -0.444 -2.721
H -5.057 1.122 -3.524
H -3.021 1.587 -2.109
H -2.699 1.644 -3.932
H -2.025 -0.506 -3.809
H -2.160 -1.669 -2.013
H -2.227 -0.304 -0.967
H 0.244 0.026 -1.795
H 0.198 -1.657 -2.113
H 1.921 -2.016 -0.392
H 1.514 -1.655 1.252
H 1.750 -0.370 -0.056
```

Summary:
highest occupied orbital energy (spin up / spin down) = -11.4655 / -11.4623 eV
net charge = +1
2S+1 = 6
Kohn-Sham gap (spin up / spin down) = 5.21 / 4.79 eV


4.
2 unconnected molecules or ions with the total composition C2H3N2O2 in a non-equilibrium geometry. Source: OMol25; level of theory: ωB97M-V with the def2-TZVPD basis set.

The geometry in XYZ format:
```
9
Properties=species:S:1:pos:R:3
C -0.755 0.051 0.225
C 2.163 -0.641 0.146
N -1.844 -0.417 -0.139
N 0.004 1.005 -0.158
O 3.032 -1.196 -0.240
O -2.957 -0.743 -0.139
H -0.325 -0.905 0.689
H 0.970 0.883 0.104
H -0.287 1.962 -0.488
```

Summary:
highest occupied orbital energy = -15.4408 eV
net charge = +1
Kohn-Sham gap = 8.52 eV


Calculated values (kJ/mol) of relative energy (zero: lowest compared OMol25 entry of this formula, charge and spin) for the records, taken in order: 469.41; 0.51; 1173.97; 447.87.